Molecular formula: C26H78N7O8
Method: DFT, ωB97M-V/def2-TZVPD

```
119
Properties=species:S:1:pos:R:3:forces:R:3
N 0.030 -1.161 0.165 12.56 2.05 -1.64
H -0.682 -1.492 0.558 -7.58 -4.50 3.81
H -0.249 -0.531 -0.504 -0.91 2.18 -1.97
H 0.751 -1.841 -0.448 -2.64 1.74 2.50
H 0.567 -0.580 1.004 -1.38 -1.78 -2.94
C 1.383 -4.941 -3.749 11.66 -9.66 -0.10
C 2.098 -4.961 -2.322 0.17 -0.83 -0.42
C 1.291 -5.407 -1.105 -0.31 2.83 1.94
O 0.132 -4.554 -0.900 -1.03 -0.04 0.30
C -0.823 -5.113 0.070 0.83 -1.71 -4.53
N 3.168 -5.988 -2.332 2.65 0.52 -2.76
H 0.816 -5.832 -4.163 1.26 -0.10 1.21
H 2.234 -4.767 -4.521 -1.71 0.19 1.20
H 0.716 -4.391 -3.755 -10.82 10.73 -0.42
H 2.567 -3.888 -2.057 -0.90 -2.34 -0.92
H 1.942 -5.154 -0.112 -1.14 -1.70 -2.31
H 0.859 -6.378 -1.292 0.60 -0.83 0.47
H -1.342 -6.036 -0.330 0.47 0.95 -0.02
H -1.538 -4.411 0.283 -1.56 1.89 0.62
H -0.311 -5.449 0.871 1.68 -0.76 3.08
H 3.687 -5.882 -3.283 -0.85 0.03 2.30
H 2.989 -7.006 -2.378 -1.08 1.06 0.46
C 0.891 2.818 -1.894 1.64 -2.43 -1.49
C -0.605 2.568 -2.052 -0.41 -0.22 -0.67
C -1.360 3.830 -2.425 -0.17 -1.15 5.51
O -1.346 4.701 -1.254 -0.53 -1.75 0.38
C -2.115 5.806 -1.511 -1.58 2.33 1.70
N -0.794 1.702 -3.248 -0.49 -0.02 -0.90
H 1.536 2.909 -3.039 -1.95 -0.88 3.45
H 1.329 2.065 -1.094 -0.37 1.46 -2.11
H 1.003 3.784 -1.550 0.48 2.03 1.21
H -1.095 2.169 -1.072 0.96 0.14 -1.80
H -2.363 3.559 -2.643 -0.92 0.21 -0.84
H -0.770 4.343 -3.034 1.74 2.00 -3.96
H -2.008 6.606 -0.684 -0.39 -1.64 -0.85
H -3.214 5.677 -1.788 1.12 -0.41 0.75
H -1.703 6.298 -2.324 0.76 1.22 -2.08
H -0.185 2.095 -4.067 -1.98 -0.68 1.90
H -1.859 1.687 -3.460 2.44 -0.39 -0.26
C 3.657 -0.974 -0.536 2.34 -0.12 0.66
C 3.826 -0.675 0.909 -1.10 -1.29 1.71
C 3.378 0.715 1.278 3.15 -3.23 -7.90
O 4.122 1.536 0.463 1.18 3.76 -0.80
C 3.885 2.940 0.600 -2.37 2.36 -3.28
N 2.959 -1.595 1.663 -10.82 12.78 2.43
H 3.642 -1.866 -1.113 0.95 -1.44 0.59
H 4.148 -0.215 -1.030 2.03 1.20 -1.51
H 2.775 -0.624 -0.701 -6.34 1.96 -1.27
H 4.787 -0.975 1.164 2.31 0.53 0.84
H 3.367 1.056 2.135 0.62 2.24 9.19
H 2.430 0.742 0.976 -4.59 0.20 -1.45
H 4.502 3.630 -0.146 -1.54 -2.29 0.28
H 4.179 3.568 1.371 1.10 -0.43 3.17
H 2.685 3.355 0.589 2.83 -1.76 -0.65
H 3.019 -1.452 2.757 -0.61 0.94 -2.43
H 3.484 -2.206 1.718 10.80 -15.26 0.26
C -2.696 -0.259 2.148 -6.18 7.45 -4.90
C -2.295 0.946 1.372 0.99 2.35 2.94
C -3.044 2.286 1.633 -1.34 -3.30 0.43
O -4.449 1.948 1.486 0.53 2.07 0.30
C -5.224 3.162 1.716 -0.13 -0.69 -2.33
N -0.834 1.212 1.462 0.37 -4.93 3.13
H -2.533 -0.910 1.509 1.21 -7.45 -4.76
H -3.774 -0.175 2.448 -0.13 -0.20 -1.83
H -2.547 -0.350 3.031 4.49 -1.20 10.64
H -2.362 0.889 0.349 -1.25 -1.25 -2.51
H -2.640 2.914 0.911 0.00 1.66 -2.04
H -2.811 2.797 2.536 -0.06 -0.03 1.47
H -5.159 3.445 2.716 0.79 0.81 1.85
H -6.324 2.947 1.652 1.08 0.07 -0.86
H -4.812 3.974 1.009 -1.12 -1.01 1.06
H -0.517 1.062 2.485 -0.77 1.17 -2.15
H -0.879 2.117 1.236 1.42 4.64 -0.59
C -3.108 -2.471 -3.795 -0.01 -1.84 3.44
C -2.539 -1.430 -2.756 1.59 -1.88 -2.63
C -3.497 -0.346 -2.455 -0.12 2.93 0.81
O -3.730 0.653 -3.542 3.69 -3.73 -0.11
C -4.623 1.647 -3.351 3.23 0.30 5.16
N -2.202 -2.107 -1.506 -2.86 -0.36 1.98
H -3.088 -1.987 -4.691 -0.63 0.89 -2.82
H -4.121 -2.887 -3.450 1.03 1.15 -0.67
H -2.527 -3.435 -3.858 0.04 1.22 0.05
H -1.601 -0.897 -3.155 -1.21 -1.11 0.37
H -2.893 0.218 -1.714 -0.86 0.06 0.27
H -4.406 -0.744 -1.965 -0.04 0.47 -0.53
H -4.890 2.034 -4.194 0.63 4.05 -5.77
H -4.370 2.339 -2.509 -0.88 -0.51 -0.60
H -5.465 1.173 -3.468 -6.07 -2.66 2.38
H -1.674 -2.979 -1.580 0.01 0.40 -0.72
H -3.184 -2.441 -1.137 2.46 0.66 -0.53
C 1.177 0.530 4.703 -0.21 0.35 -1.71
C 1.103 2.078 4.796 0.99 -3.55 -2.16
C 2.312 2.753 4.089 0.46 -2.76 2.44
O 3.525 2.290 4.633 -5.42 -3.63 1.89
C 4.752 2.681 4.281 0.59 -17.36 -4.46
N -0.100 2.535 4.155 -1.57 2.18 1.99
H 0.238 0.056 5.001 -0.12 0.30 0.10
H 1.911 0.293 5.461 0.66 -0.92 -0.55
H 1.330 0.216 3.610 0.42 0.05 1.58
H 1.127 2.079 5.825 0.14 1.76 2.52
H 2.270 3.695 4.419 -0.54 4.42 0.55
H 2.208 2.683 3.054 -0.04 -0.29 -2.00
H 5.266 2.128 4.969 2.65 -0.46 1.67
H 4.674 3.511 4.333 0.70 19.01 0.61
H 4.910 2.192 3.281 0.89 1.18 0.32
H 0.246 3.450 3.909 -0.75 0.85 -1.01
H -0.801 2.852 4.919 1.22 -1.10 -1.53
C 1.512 -1.138 -3.695 -3.25 -5.00 0.96
O 0.761 -0.687 -2.612 -0.46 5.20 0.99
H 0.648 -1.898 -3.954 2.62 0.50 -1.50
H 2.426 -1.667 -3.444 0.09 -0.08 0.43
H 1.728 -0.469 -4.429 0.31 2.14 -2.10
H 0.388 0.280 -2.942 0.38 -2.78 1.46
C 0.454 -3.148 3.215 0.15 -2.15 1.67
O -0.870 -2.674 3.255 0.11 0.33 -1.59
H 1.108 -2.423 3.771 -0.07 -0.80 -0.95
H 0.672 -3.363 2.173 0.64 0.35 0.08
H 0.463 -4.195 3.787 0.42 2.02 -1.15
H -1.051 -2.747 4.161 -1.22 0.18 1.89
```
Positions in Å, forces in eV/Å.

As for the total charge: +1. The maximum force is 19.034 eV/A.

Atom charges from the Mulliken analysis, given in e for atoms 1 to 6:
1. N 1.401
2. H 0.303
3. H -0.359
4. H 0.023
5. H -0.451
6. C -0.864



Molecular formula: C26H78O13
Method: DFT, ωB97M-V/def2-TZVPD

```
117
Properties=species:S:1:pos:R:3:forces:R:3
C 0.133 -1.382 4.219 -0.27 0.13 -0.41
C 0.585 -2.283 3.080 0.54 -0.42 0.89
O 2.030 -2.255 2.954 -0.37 0.14 -0.34
H 0.230 -0.328 3.961 0.03 -0.10 0.00
H 0.697 -1.561 5.134 0.02 -0.16 -0.03
H -0.926 -1.573 4.414 0.03 0.01 0.08
H 0.123 -2.037 2.127 0.24 0.17 -0.05
H 0.330 -3.321 3.314 -0.25 0.06 -0.17
H 2.348 -2.919 3.572 0.24 0.08 -0.04
C 0.994 -0.568 -0.366 -0.28 -0.74 0.26
C -0.284 0.186 -0.082 -0.18 1.18 -0.09
O -1.422 -0.366 -0.747 0.59 -0.50 0.27
H 1.381 -0.383 -1.367 0.07 0.10 0.04
H 0.834 -1.648 -0.273 -0.17 0.02 -0.12
H 1.736 -0.357 0.406 0.13 0.38 -0.21
H -0.191 1.228 -0.416 0.22 -0.06 -0.09
H -0.436 0.300 1.001 -0.19 -0.52 0.01
H -2.128 0.292 -0.843 -0.19 0.10 -0.09
C 5.487 1.387 3.398 -0.48 -0.39 -0.43
C 4.800 0.051 3.148 0.26 0.16 0.70
O 3.420 0.283 2.900 0.02 -0.72 -0.42
H 5.289 2.041 2.546 0.26 0.03 -0.06
H 6.552 1.196 3.506 0.06 0.31 0.10
H 5.066 1.885 4.271 0.16 -0.09 0.16
H 4.917 -0.579 4.037 -0.08 -0.01 0.09
H 5.306 -0.497 2.349 -0.24 0.14 -0.35
H 2.996 -0.593 2.760 -0.02 0.53 0.25
C -2.110 -3.522 1.204 -0.36 0.45 -0.10
C -2.309 -3.740 -0.283 0.00 -0.64 0.17
O -1.225 -3.178 -0.987 0.06 -0.13 -0.34
H -2.956 -3.789 1.840 -0.08 -0.23 -0.20
H -1.979 -2.440 1.306 0.29 -0.08 0.36
H -1.232 -4.083 1.516 0.10 0.25 0.19
H -3.285 -3.375 -0.619 0.07 0.21 -0.09
H -2.286 -4.812 -0.499 -0.07 0.02 -0.10
H -1.303 -2.212 -0.971 -0.14 0.16 0.01
C -1.600 3.555 -2.495 -0.05 0.14 0.25
C -2.507 3.889 -3.647 -0.31 1.16 0.12
O -3.809 3.316 -3.398 0.40 -0.20 -0.28
H -0.597 3.964 -2.616 -0.06 -0.17 -0.31
H -1.552 2.475 -2.342 0.15 0.01 0.02
H -1.978 4.030 -1.586 -0.19 -0.20 0.03
H -2.101 3.645 -4.632 -0.05 -0.53 0.19
H -2.669 4.977 -3.663 0.26 -0.02 -0.01
H -4.376 3.654 -4.099 -0.20 -0.22 0.14
C 3.461 -3.254 -1.319 -0.79 0.12 -0.38
C 4.343 -2.954 -2.539 -0.60 0.17 1.19
O 4.292 -4.007 -3.475 0.33 -0.06 -0.25
H 3.550 -2.502 -0.532 0.36 -0.14 0.06
H 3.638 -4.263 -0.948 0.36 0.12 0.18
H 2.393 -3.242 -1.568 0.07 0.01 -0.27
H 5.355 -2.834 -2.148 0.19 -0.19 -0.51
H 4.041 -2.001 -2.985 0.09 -0.01 -0.06
H 3.512 -3.892 -4.023 -0.04 -0.03 0.05
C 1.576 2.180 -3.249 0.47 -1.36 0.04
C 1.337 2.033 -4.736 0.22 1.08 -0.16
O 0.475 3.089 -5.188 -0.30 -0.36 -0.31
H 0.694 1.987 -2.639 -0.09 0.24 -0.17
H 2.017 3.144 -3.005 -0.07 0.09 -0.02
H 2.292 1.393 -2.973 0.07 0.24 0.17
H 0.902 1.083 -5.047 -0.24 0.03 0.29
H 2.293 2.109 -5.269 -0.04 -0.08 0.07
H 1.000 3.879 -5.334 0.06 -0.02 0.04
C 0.905 3.837 0.140 0.02 -0.59 0.21
C 1.318 5.044 0.928 0.11 -0.01 0.29
O 0.780 6.191 0.280 0.14 0.23 0.01
H 1.124 2.952 0.746 -0.02 -0.04 -0.09
H 1.455 3.736 -0.795 -0.04 0.14 -0.07
H -0.165 3.852 -0.074 0.04 0.05 0.02
H 2.412 5.075 1.002 -0.06 0.17 -0.11
H 0.953 4.959 1.959 -0.10 0.06 -0.09
H 1.060 6.977 0.759 -0.03 -0.06 -0.04
C -5.726 -0.110 -0.887 0.12 0.21 0.44
C -4.914 1.150 -0.582 -0.09 -0.28 -1.10
O -3.723 1.115 -1.386 0.24 -0.07 0.42
H -5.864 -0.228 -1.960 0.09 0.04 -0.04
H -6.715 -0.090 -0.425 0.05 0.08 0.11
H -5.188 -0.975 -0.497 -0.04 -0.11 -0.12
H -4.623 1.214 0.466 -0.17 0.02 0.02
H -5.461 2.044 -0.886 -0.18 0.04 0.35
H -3.732 1.859 -2.000 -0.06 0.08 -0.18
C -2.383 2.393 1.745 0.31 0.86 0.06
C -2.825 1.167 2.513 -1.10 0.15 -0.94
O -2.012 0.965 3.646 0.08 -0.03 -0.07
H -2.386 3.266 2.404 0.12 -0.11 0.12
H -3.032 2.685 0.917 -0.23 -0.46 0.08
H -1.386 2.331 1.305 0.04 -0.26 0.27
H -2.889 0.304 1.832 0.59 -0.19 0.14
H -3.880 1.303 2.792 0.09 0.20 0.30
H -2.437 0.302 4.198 0.09 -0.01 0.03
C 0.981 1.895 5.347 -0.34 -0.66 0.80
C 0.963 2.381 3.924 0.80 -0.35 -0.08
O 2.282 2.835 3.605 -0.11 0.50 -0.34
H 1.290 2.674 6.046 0.02 0.18 -0.21
H 1.689 1.071 5.474 0.08 0.06 -0.17
H 0.022 1.509 5.710 -0.09 0.14 -0.25
H 0.227 3.176 3.796 0.26 0.25 -0.10
H 0.708 1.597 3.206 -0.29 -0.11 0.17
H 2.816 2.057 3.365 -0.39 0.07 0.07
C -3.129 -1.477 -3.931 0.57 -0.30 -0.25
C -2.390 -0.255 -4.424 -0.41 0.20 0.01
O -1.858 -0.522 -5.724 0.12 -0.09 0.18
H -2.409 -2.299 -3.905 -0.11 -0.08 0.08
H -3.929 -1.769 -4.611 -0.13 0.13 0.11
H -3.487 -1.321 -2.915 -0.17 0.06 -0.05
H -1.605 -0.026 -3.694 0.12 0.12 -0.14
H -3.068 0.604 -4.497 0.05 0.02 0.18
H -1.436 0.282 -6.039 0.01 0.02 -0.05
C 1.387 -5.332 0.880 -0.64 0.59 0.12
C 1.705 -6.627 0.163 0.18 0.88 -0.11
O 2.143 -7.581 1.121 -0.18 -0.18 -0.20
H 2.250 -4.867 1.358 0.12 -0.28 0.07
H 0.592 -5.449 1.622 0.22 -0.34 0.17
H 0.974 -4.563 0.219 0.18 -0.22 -0.36
H 2.490 -6.405 -0.569 0.09 -0.23 -0.01
H 0.836 -6.961 -0.410 -0.09 -0.18 0.19
H 2.124 -8.443 0.695 0.11 0.00 0.12
```
Positions in Å, forces in eV/Å.

The maximum force is 1.454 eV/A.

Atom charges from the Mulliken analysis, given in e for atoms 1 to 6:
1. C -0.609
2. C 0.858
3. O -0.582
4. H -0.277
5. H 0.410
6. H 0.357



Molecular formula: C26H78O13
Method: DFT, ωB97M-V/def2-TZVPD

```
117
Properties=species:S:1:pos:R:3:forces:R:3
C 2.264 0.343 -5.841 0.43 -0.13 -0.08
C 1.057 0.881 -5.098 -0.56 0.16 -0.49
O 0.824 0.107 -3.912 0.13 0.12 -0.02
H 3.194 0.838 -5.565 0.01 -0.07 0.12
H 2.204 0.432 -6.926 -0.33 0.16 0.03
H 2.363 -0.720 -5.616 0.05 0.03 0.01
H 0.177 0.855 -5.749 0.01 -0.18 0.08
H 1.158 1.941 -4.840 0.23 -0.07 0.12
H -0.115 -0.084 -3.853 0.00 0.08 0.11
C -1.885 4.958 -0.877 -0.55 0.11 -0.15
C -2.743 4.134 0.050 0.18 -0.63 0.00
O -3.663 4.979 0.729 0.07 -0.13 -0.20
H -2.483 5.350 -1.704 -0.08 0.11 0.14
H -1.120 4.338 -1.333 0.21 0.06 0.21
H -1.480 5.803 -0.321 0.31 -0.05 -0.13
H -2.112 3.574 0.757 0.01 0.28 0.13
H -3.251 3.344 -0.520 -0.21 0.24 -0.04
H -4.321 4.424 1.156 -0.01 0.04 0.10
C -2.003 2.517 -3.842 -0.44 -0.04 1.31
C -2.708 1.859 -5.007 0.56 1.05 -0.36
O -2.130 2.370 -6.228 -0.30 -0.49 0.09
H -2.269 2.025 -2.896 0.04 -0.17 -0.16
H -2.332 3.547 -3.677 0.08 0.06 -0.41
H -0.916 2.513 -3.886 0.00 -0.13 -0.36
H -3.768 2.120 -4.990 -0.09 -0.27 0.11
H -2.605 0.775 -4.992 0.08 -0.03 -0.10
H -2.700 3.074 -6.548 0.08 0.02 -0.06
C 2.296 -4.586 -0.232 0.38 -0.40 -0.24
C 3.095 -5.323 0.831 -0.25 0.34 0.71
O 4.105 -4.509 1.411 0.12 -0.14 -0.30
H 1.828 -3.696 0.186 0.00 0.04 -0.01
H 1.521 -5.234 -0.648 -0.05 0.03 0.04
H 2.967 -4.307 -1.048 -0.11 0.17 0.01
H 3.602 -6.208 0.451 -0.03 0.02 -0.20
H 2.409 -5.660 1.625 0.04 -0.06 -0.11
H 3.677 -3.718 1.765 -0.15 0.04 0.12
C 5.510 -0.751 -1.682 -0.20 -0.38 0.08
C 4.122 -0.286 -2.094 0.51 -0.17 0.14
O 4.234 0.472 -3.295 -0.21 0.04 0.27
H 5.997 -0.022 -1.039 0.19 0.07 -0.18
H 6.111 -0.964 -2.565 0.07 0.17 -0.02
H 5.440 -1.689 -1.127 -0.03 0.10 0.10
H 3.719 0.321 -1.277 -0.22 0.00 -0.11
H 3.474 -1.155 -2.248 -0.11 0.08 -0.05
H 3.338 0.723 -3.540 0.02 0.01 -0.05
C 1.564 3.888 -0.763 -0.40 0.54 -0.11
C 2.897 3.396 -1.258 0.17 -0.21 -0.73
O 3.808 4.458 -1.511 0.05 -0.04 0.19
H 0.957 4.380 -1.527 0.31 -0.19 -0.35
H 1.712 4.699 -0.042 -0.05 -0.40 0.43
H 0.963 3.067 -0.373 0.06 0.11 0.32
H 2.792 2.903 -2.229 -0.07 -0.05 0.08
H 3.319 2.639 -0.588 0.06 0.18 0.16
H 4.064 4.834 -0.664 0.03 0.06 -0.02
C -3.528 -4.503 0.779 -0.14 -0.71 -0.27
C -3.076 -3.620 -0.351 -0.65 0.42 -0.44
O -2.397 -2.473 0.157 0.30 -0.16 0.22
H -4.113 -3.925 1.492 0.13 -0.02 0.16
H -2.729 -5.067 1.259 0.15 0.37 0.16
H -4.182 -5.277 0.365 -0.08 0.14 0.00
H -3.984 -3.277 -0.870 0.10 0.00 0.02
H -2.489 -4.145 -1.111 0.25 -0.08 0.26
H -2.302 -1.834 -0.559 0.08 0.10 -0.20
C -0.431 0.634 -0.362 -0.97 -0.14 -0.30
C 0.846 -0.140 -0.160 0.17 -0.05 0.23
O 1.353 0.094 1.155 -0.16 0.02 -0.13
H -1.312 0.058 -0.061 0.16 -0.05 0.14
H -0.603 0.861 -1.417 0.17 0.12 0.03
H -0.493 1.552 0.224 0.36 0.06 -0.04
H 1.591 0.145 -0.906 0.02 0.08 0.05
H 0.658 -1.211 -0.294 0.02 0.02 -0.10
H 1.620 -0.752 1.527 0.26 -0.04 0.04
C -2.694 0.854 2.600 0.70 -0.02 0.15
C -3.361 0.176 3.762 -0.36 -0.38 0.19
O -4.233 1.089 4.424 0.10 -0.03 0.01
H -1.879 1.507 2.923 -0.10 0.06 0.08
H -3.396 1.461 2.030 -0.11 -0.19 -0.12
H -2.236 0.073 1.989 -0.10 0.16 -0.24
H -2.637 -0.235 4.473 0.18 0.16 -0.11
H -3.923 -0.694 3.390 -0.16 0.16 0.05
H -4.274 0.839 5.351 -0.11 0.06 0.02
C -0.468 -3.446 4.529 0.15 -0.43 0.20
C -1.083 -3.627 3.161 0.43 0.24 -0.45
O -0.308 -2.903 2.192 0.10 0.07 0.15
H 0.390 -4.112 4.639 0.02 0.07 -0.04
H -1.190 -3.745 5.290 0.03 0.15 0.07
H -0.108 -2.435 4.717 -0.29 0.12 -0.05
H -2.114 -3.275 3.107 -0.05 -0.04 0.13
H -1.036 -4.690 2.906 -0.30 0.00 -0.02
H -0.858 -2.679 1.427 -0.21 -0.09 -0.05
C 3.214 -2.444 4.877 -0.05 -0.14 -0.09
C 2.637 -1.652 3.720 -0.04 0.88 0.42
O 2.379 -2.459 2.584 0.07 0.17 -0.29
H 3.293 -1.838 5.780 -0.03 0.12 -0.05
H 4.210 -2.822 4.645 -0.06 -0.10 -0.07
H 2.551 -3.284 5.093 0.13 -0.05 0.05
H 3.299 -0.828 3.428 0.21 -0.28 -0.06
H 1.734 -1.117 4.045 -0.13 -0.32 -0.09
H 1.420 -2.555 2.447 -0.16 -0.31 0.17
C 2.246 2.122 3.656 1.40 0.40 -0.20
C 1.272 3.071 3.029 -0.74 -0.41 -0.66
O 0.690 3.897 4.033 0.10 -0.07 -0.02
H 3.086 2.694 4.071 -0.35 -0.03 0.52
H 2.767 1.527 2.903 -0.53 -0.19 -0.19
H 1.800 1.466 4.398 -0.06 0.09 0.10
H 0.507 2.475 2.506 -0.09 0.11 0.20
H 1.729 3.670 2.232 0.26 0.08 0.24
H 0.012 4.441 3.623 -0.01 0.02 0.01
C -4.196 0.480 -0.993 0.12 0.01 0.01
C -4.147 -0.473 -2.147 -0.90 -0.52 -0.63
O -2.790 -0.769 -2.495 -0.27 -0.26 0.15
H -3.699 0.046 -0.125 -0.13 0.00 0.08
H -5.238 0.692 -0.754 0.05 0.07 0.12
H -3.682 1.410 -1.229 -0.05 0.05 -0.06
H -4.715 -0.129 -3.026 0.43 0.56 0.05
H -4.717 -1.391 -1.924 0.46 -0.06 0.41
H -2.842 -1.477 -3.145 0.25 -0.02 -0.08
```
Positions in Å, forces in eV/Å.

The maximum force is 1.469 eV/A.

Atom charges from the Mulliken analysis, given in e for atoms 1 to 6:
1. C -1.248
2. C -0.111
3. O -0.335
4. H 0.313
5. H 0.381
6. H 0.305



Summary of energy relative to the best compared isomer or geometry (same formula, charge and spin) in kJ/mol
942.9, 171.6, 214.0
(order as listed above)
Summary of lowest unoccupied orbital energy in Eh
-0.0525, 0.0173, -0.0013
(order as listed above)
Summary of calculated total energy in eV
-55006.88891, -54841.88996, -54841.45098
(order as listed above)